#A
This record from OMol25 describes a single C8H9FO3 molecule. The level of theory is wB97M-V/def2-TZVPD.

The SMILES is CO/C(C=O)=C(F)/C=C\C=C\O. For the frontier orbital gap, the calculation gives 7.7676 eV. The HOMO energy is -8.18 eV. The total charge is 0. The spin multiplicity is 1.

Last columns: bonded neighbours and bond lengths (Å).
Geometry (Å):
1 C -1.7012 1.0953 -1.9449  O2 1.440, H13 1.062, H14 1.088, H15 1.111
2 O -1.4563 -0.1504 -1.2651  C1 1.440, C3 1.304
3 C -1.0847 -0.2128 -0.0162  O2 1.304, C4 1.459, C6 1.398
4 C -1.1525 0.9016 0.9225  C3 1.459, O5 1.233, H16 1.158
5 O -1.3974 2.0916 0.7152  C4 1.233
6 C -0.7558 -1.4457 0.5558  C3 1.398, F7 1.330, C8 1.419
7 F -1.4199 -2.5058 0.1046  C6 1.330
8 C 0.2284 -1.7311 1.5367  C6 1.419, C9 1.348, H17 1.088
9 C 1.4978 -1.2831 1.4601  C8 1.348, C10 1.469, H18 1.101
10 C 2.0032 -0.4588 0.3541  C9 1.469, C11 1.372, H19 1.099
11 C 1.3898 0.6842 -0.0922  C10 1.372, O12 1.396, H20 1.066
12 O 1.8370 1.4440 -1.1751  C11 1.396, H21 0.982
13 H -1.0152 1.9024 -1.8723  C1 1.062
14 H -2.5904 1.4624 -1.4361  C1 1.088
15 H -1.6455 0.8141 -3.0178  C1 1.111
16 H -0.8630 0.4939 1.9665  C4 1.158
17 H -0.2184 -2.4500 2.2207  C8 1.088
18 H 2.2578 -1.7603 2.0984  C9 1.101
19 H 2.9504 -0.8485 -0.0442  C10 1.099
20 H 0.5344 1.0265 0.4442  C11 1.066
21 H 2.6016 0.9305 -1.5147  O12 0.982

Löwdin atomic charge list, values in e, 8 entries: -0.026 -0.034 -0.276 -0.250 0.037 -0.236 0.105 -0.054

=====

#B
This record from OMol25 describes a single C8H9FO3 molecule. The level of theory is wB97M-V/def2-TZVPD.

The SMILES is CO/C(C=O)=C(F)/C=C\C=C\O. For the frontier orbital gap, the calculation gives 8.3587 eV. The HOMO energy is -8.37 eV. The total charge is 0. The spin multiplicity is 1.

Last columns: bonded neighbours and bond lengths (Å).
Geometry (Å):
1 C -0.6593 2.2082 1.7206  O2 1.451, H13 1.047, H14 1.049, H15 1.014
2 O -1.4151 1.3730 0.8061  C1 1.451, C3 1.364
3 C -0.8632 0.1540 0.5439  O2 1.364, C4 1.452, C6 1.369
4 C -0.0716 -0.5615 1.5292  C3 1.452, O5 1.197, H16 1.089
5 O 0.1472 -0.2309 2.6584  C4 1.197
6 C -1.4846 -0.4493 -0.5159  C3 1.369, F7 1.307, C8 1.463
7 F -2.6520 0.0622 -0.8070  C6 1.307
8 C -1.1755 -1.6606 -1.2761  C6 1.463, C9 1.392, H17 1.113
9 C 0.1264 -1.7944 -1.7493  C8 1.392, C10 1.471, H18 1.116
10 C 1.1419 -0.7451 -1.5750  C9 1.471, C11 1.361, H19 1.073
11 C 1.6182 -0.2157 -0.4152  C10 1.361, O12 1.355, H20 1.095
12 O 2.5680 0.7507 -0.4087  C11 1.355, H21 0.981
13 H 0.2477 2.3850 1.2280  C1 1.047
14 H -0.3911 1.8289 2.6616  C1 1.049
15 H -1.0973 3.1021 1.5279  C1 1.014
16 H 0.1537 -1.5979 1.2817  C4 1.089
17 H -2.0320 -2.3388 -1.4879  C8 1.113
18 H 0.1405 -2.5625 -2.5590  C9 1.116
19 H 1.3085 -0.1042 -2.4188  C10 1.073
20 H 1.6908 -0.6231 0.5982  C11 1.095
21 H 2.6987 1.0199 -1.3427  O12 0.981

Löwdin atomic charge list, values in e, 8 entries: -0.016 -0.051 -0.211 -0.276 0.071 -0.245 0.122 -0.004

=====

Tell me which of them is the least stable. Sure, it is #B.

=====

#A
This record from OMol25 describes a single C9H15N3O6 molecule. The level of theory is wB97M-V/def2-TZVPD.

The SMILES is NC(=O)CC[C@H](NC(=O)[C@@H](N)CC(=O)O)C(=O)O. For the frontier orbital gap, the calculation gives 9.8856 eV. The HOMO energy is -9.64 eV. The total charge is 0. The spin multiplicity is 1.

Last columns: bonded neighbours and bond lengths (Å).
Geometry (Å):
1 N 1.2179 -0.4296 -2.1662  C2 1.345, H19 1.001, H20 0.954
2 C 1.8417 0.2972 -1.2215  N1 1.345, O3 1.216, C4 1.542
3 O 2.6366 -0.1230 -0.4029  C2 1.216
4 C 1.6882 1.8033 -1.5153  C2 1.542, C5 1.519, H21 1.086, H22 1.128
5 C 0.3087 2.3221 -1.1493  C4 1.519, C6 1.550, H23 1.135, H24 1.149
6 C -0.0512 2.2280 0.3549  C5 1.550, N7 1.402, C16 1.591, H25 1.037
7 N 0.0889 0.9655 0.9475  C6 1.402, C8 1.348, H26 1.008
8 C -0.4108 -0.2412 0.6145  N7 1.348, O9 1.185, C10 1.503
9 O -1.2770 -0.3523 -0.1871  C8 1.185
10 C 0.1439 -1.5181 1.1822  C8 1.503, N11 1.529, C12 1.559, H27 1.118
11 N 0.7519 -1.1204 2.5272  C10 1.529, H28 1.004, H29 0.985
12 C -1.0303 -2.5423 1.2331  C10 1.559, C13 1.491, H30 1.067, H31 1.109
13 C -1.5654 -2.9070 -0.1104  C12 1.491, O14 1.202, O15 1.348
14 O -2.7162 -2.8312 -0.4478  C13 1.202
15 O -0.5019 -3.3752 -0.7940  C13 1.348, H32 0.985
16 C -1.5139 2.7981 0.6141  C6 1.591, O17 1.191, O18 1.354
17 O -1.7452 3.9472 0.8235  C16 1.191
18 O -2.5059 1.9099 0.3702  C16 1.354, H33 1.000
19 H 1.2596 -1.4245 -2.0604  N1 1.001
20 H 0.8606 0.0626 -2.9017  N1 0.954
21 H 1.8345 2.0536 -2.5614  C4 1.086
22 H 2.4611 2.2600 -0.8329  C4 1.128
23 H -0.4888 1.8098 -1.7743  C5 1.135
24 H 0.3071 3.4505 -1.3635  C5 1.149
25 H 0.5302 2.8626 0.9343  C6 1.037
26 H 0.6596 0.7784 1.7570  N7 1.008
27 H 1.0520 -1.7370 0.5673  C10 1.118
28 H 1.4082 -1.8727 2.6301  N11 1.004
29 H -0.0059 -1.3148 3.1264  N11 0.985
30 H -1.8870 -2.0727 1.6625  C12 1.067
31 H -0.6185 -3.3992 1.8036  C12 1.109
32 H -0.6571 -3.3346 -1.7661  O15 0.985
33 H -2.0755 1.0471 0.1064  O18 1.000

Löwdin atomic charge list, values in e, 8 entries: 0.207 -0.560 0.052 -0.108 -0.128 -0.206 0.127 -0.480

=====

#B
This record from OMol25 describes a single C9H15N3O6 molecule. The level of theory is wB97M-V/def2-TZVPD.

The SMILES is NC(=O)CC[C@H](N)C(=O)N[C@@H](CC(=O)O)C(=O)O. For the frontier orbital gap, the calculation gives 9.6559 eV. The HOMO energy is -9.27 eV. The total charge is 0. The spin multiplicity is 1.

Last columns: bonded neighbours and bond lengths (Å).
Geometry (Å):
1 N 2.8428 1.9864 -0.0684  C2 1.342, H19 1.022, H20 1.044
2 C 3.0724 0.6763 -0.2433  N1 1.342, O3 1.233, C4 1.513
3 O 3.9913 0.1335 0.3740  C2 1.233
4 C 2.1619 -0.0442 -1.2137  C2 1.513, C5 1.530, H21 1.105, H22 1.108
5 C 1.8709 -1.4771 -0.7645  C4 1.530, C6 1.517, H23 1.094, H24 1.112
6 C 1.2568 -1.6153 0.6162  C5 1.517, N7 1.479, C8 1.484, H25 1.119
7 N 0.7118 -2.9736 0.8287  C6 1.479, H26 1.025, H27 1.022
8 C 0.1803 -0.6304 0.8879  C6 1.484, O9 1.223, N10 1.366
9 O 0.2958 0.3439 1.6175  C8 1.223
10 N -0.9744 -0.8277 0.1856  C8 1.366, C11 1.481, H28 1.007
11 C -2.1310 0.0951 0.2380  N10 1.481, C12 1.485, C16 1.519, H29 1.108
12 C -1.9603 1.2886 -0.6290  C11 1.485, C13 1.496, H30 1.115, H31 1.120
13 C -1.1476 2.3773 -0.0017  C12 1.496, O14 1.230, O15 1.304
14 O -0.0212 2.7005 -0.3743  C13 1.230
15 O -1.7536 2.9457 1.0035  C13 1.304, H32 0.967
16 C -3.3755 -0.6779 -0.1650  C11 1.519, O17 1.221, O18 1.343
17 O -3.4263 -1.7540 -0.7405  C16 1.221
18 O -4.5163 -0.0559 0.1754  C16 1.343, H33 0.971
19 H 3.4270 2.4092 0.6565  N1 1.022
20 H 1.9412 2.3905 -0.4070  N1 1.044
21 H 1.2456 0.5706 -1.2797  C4 1.105
22 H 2.7148 -0.1559 -2.1676  C4 1.108
23 H 2.7526 -2.1207 -0.8439  C5 1.094
24 H 1.1847 -1.9045 -1.5278  C5 1.112
25 H 1.9957 -1.3896 1.4251  C6 1.119
26 H 1.4495 -3.6644 0.6567  N7 1.025
27 H 0.4200 -3.0194 1.8074  N7 1.022
28 H -1.2620 -1.7603 -0.0647  N10 1.007
29 H -2.1947 0.4950 1.2693  C11 1.108
30 H -1.4296 1.0402 -1.5774  C12 1.115
31 H -2.9723 1.6775 -0.9103  C12 1.120
32 H -1.1144 3.5447 1.4135  O15 0.967
33 H -5.2359 -0.6041 -0.1764  O18 0.971

Löwdin atomic charge list, values in e, 8 entries: 0.167 -0.567 0.020 -0.100 -0.153 -0.334 0.048 -0.454

=====

Tell me which of them is the least stable. Sure, it is #A.

=====

#A
This record from OMol25 describes 3 unconnected molecules or ions with the total composition C2H6NO5. The level of theory is wB97M-V/def2-TZVPD.

For the frontier orbital gap, the calculation gives 9.3638 eV. The HOMO energy is -5.64 eV. The total charge is -1. The spin multiplicity is 1.

Last columns: bonded neighbours and bond lengths (Å).
Geometry (Å):
1 O 1.3065 1.4426 -0.5478  C2 1.217
2 C 1.5102 0.2449 -0.4735  O1 1.217, N3 1.333, H7 1.112
3 N 0.6865 -0.6904 0.0005  C2 1.333, C4 1.534, H8 1.009
4 C -0.5837 -0.2773 0.7541  N3 1.534, O5 1.222, O6 1.236
5 O -0.3451 0.4097 1.7362  C4 1.222
6 O -1.6196 -0.7270 0.2512  C4 1.236
7 H 2.4888 -0.1511 -0.8237  C2 1.112
8 H 0.7884 -1.6281 -0.3587  N3 1.009
9 H 0.7409 2.8687 0.5581  O11 0.976
10 H 0.2278 2.4766 1.8453  O11 0.971
11 O 0.3944 3.3023 1.3613  H9 0.976, H10 0.971
12 H -2.2589 -2.2401 -2.0918  O14 0.961
13 H -1.5502 -2.2199 -0.7307  O14 0.983
14 O -1.7859 -2.8109 -1.4805  H12 0.961, H13 0.983

Löwdin atomic charge list, values in e, 8 entries: -0.010 -0.389 0.114 -0.689 0.010 -0.026 0.119 0.118

=====

#B
This record from OMol25 describes 3 unconnected molecules or ions with the total composition C2H6NO5. The level of theory is wB97M-V/def2-TZVPD.

For the frontier orbital gap, the calculation gives 9.1849 eV. The HOMO energy is -5.42 eV. The total charge is -1. The spin multiplicity is 1.

Last columns: bonded neighbours and bond lengths (Å).
Geometry (Å):
1 O 1.7132 1.3132 -0.8894  C2 1.198
2 C 1.4794 0.1677 -1.1495  O1 1.198, N3 1.370, H7 1.128
3 N 0.7164 -0.7336 -0.4555  C2 1.370, C4 1.579, H8 1.002
4 C -0.2629 -0.5034 0.7618  N3 1.579, O5 1.209, O6 1.230
5 O 0.2233 -0.0790 1.7841  C4 1.209
6 O -1.3531 -0.9636 0.4275  C4 1.230
7 H 1.9474 -0.2879 -2.0692  C2 1.128
8 H 0.7672 -1.7146 -0.6512  N3 1.002
9 H 0.7913 2.7285 0.6383  O11 0.962
10 H 0.2591 2.3815 2.1349  O11 0.954
11 O 0.4645 3.0486 1.4850  H9 0.962, H10 0.954
12 H -2.8334 -2.7750 -1.2354  O14 0.960
13 H -1.9210 -1.5871 -1.2359  O14 0.990
14 O -2.4142 -2.1782 -1.8591  H12 0.960, H13 0.990

Löwdin atomic charge list, values in e, 8 entries: -0.003 -0.414 0.105 -0.701 0.020 -0.036 0.116 0.102

=====

Tell me which of them is the least stable. Sure, it is #B.